Entry from the OMol25 dataset: C2H6N2O in the gas phase (ωB97M-V with the def2-TZVPD basis set).

Positions of all 11 atoms, in Å:
1 N -1.28 0.71 -0.37
2 C 0.20 0.65 -0.47
3 C 0.85 -0.19 0.63
4 N 0.31 -1.46 0.75
5 O 1.98 0.05 0.99
6 H -1.56 1.68 -0.44
7 H -1.70 0.28 -1.18
8 H 0.58 1.66 -0.35
9 H 0.53 0.20 -1.41
10 H -0.57 -1.61 0.29
11 H 0.66 -1.96 1.55

The value obtained for the orbital gap is 10.2 eV.

---

Entry from the OMol25 dataset: a molecular structure, C12H13CuN8O7S (ωB97M-V with the def2-TZVPD basis set).

Positions of all 42 atoms, in Å:
1 Cu -0.18 -0.66 0.24
2 C 4.18 -0.76 0.63
3 N 3.75 0.58 0.33
4 C 4.79 1.54 0.09
5 C 2.44 0.80 -0.09
6 N 1.69 -0.08 -0.63
7 N 2.01 2.09 0.17
8 C 0.67 2.48 -0.06
9 N 0.07 3.05 1.04
10 N 0.22 2.44 -1.24
11 H 4.98 -0.70 1.38
12 H 4.56 -1.31 -0.24
13 H 3.35 -1.31 1.06
14 H 5.34 1.76 1.01
15 H 4.35 2.46 -0.29
16 H 5.50 1.17 -0.66
17 H 2.16 -0.95 -0.84
18 H 2.37 2.45 1.04
19 H 0.44 2.73 1.93
20 H -0.94 3.01 1.02
21 H -0.76 2.69 -1.31
22 O -3.14 1.92 0.81
23 C -2.40 0.93 0.93
24 O -1.90 0.28 -0.02
25 C -2.06 0.52 2.36
26 C -3.04 0.33 3.29
27 C -2.72 0.08 4.65
28 C -1.40 0.22 5.07
29 C -0.41 0.48 4.15
30 C -0.67 0.45 2.72
31 O 0.27 0.38 1.89
32 N 0.88 0.80 4.59
33 O 1.27 0.37 5.68
34 O 1.57 1.55 3.89
35 N -3.73 -0.21 5.57
36 O -3.43 -0.38 6.76
37 O -4.90 -0.31 5.18
38 H -4.07 0.37 3.00
39 H -1.15 0.18 6.12
40 S 1.35 -4.78 -0.74
41 C 0.63 -3.48 -0.14
42 N 0.08 -2.57 0.34

Its charge is -2. The value obtained for the orbital gap is 5.8 eV.

---

Entry from the OMol25 dataset: 5 unconnected molecules or ions with the total composition C7H11Br4Cl9 (ωB97M-V with the def2-TZVPD basis set).

Positions of all 31 atoms, in Å:
1 Br -3.62 -0.33 1.29
2 C -3.05 1.53 0.88
3 C -4.26 2.45 0.94
4 Br -3.89 4.28 0.38
5 H -2.65 1.53 -0.13
6 H -2.30 1.83 1.61
7 H -4.66 2.44 1.95
8 H -5.02 2.09 0.25
9 Br -0.37 1.00 -2.19
10 C 1.04 0.49 -0.99
11 C 0.56 0.25 0.43
12 Br -0.49 -1.42 0.58
13 H 1.83 1.24 -0.93
14 H 1.45 -0.40 -1.44
15 H -0.18 0.95 0.80
16 H 1.39 0.20 1.12
17 C 1.20 0.05 -5.63
18 Cl -0.01 -0.10 -6.92
19 Cl 1.86 1.68 -5.56
20 Cl 2.47 -1.18 -5.63
21 H 0.64 -0.15 -4.73
22 C 0.97 0.43 4.75
23 Cl 0.45 1.11 6.31
24 Cl 1.84 1.63 3.78
25 Cl -0.31 -0.31 3.85
26 H 1.69 -0.34 4.99
27 C 2.62 -4.20 0.14
28 Cl 4.23 -3.99 0.88
29 Cl 2.37 -5.80 -0.61
30 Cl 2.34 -2.91 -1.07
31 H 1.85 -4.03 0.88

The value obtained for the orbital gap is 9.9 eV.

---

Entry from the OMol25 dataset: a molecular structure, C50H31BrF7N4O5P2S3Ti (ωB97M-V with the def2-TZVPD basis set).

Positions of all 104 atoms, in Å:
1 Ti -1.98 -0.50 0.35
2 C 4.63 -0.96 2.94
3 C 4.30 0.31 2.50
4 C 3.03 0.59 2.02
5 C 2.07 -0.40 1.96
6 C 2.41 -1.69 2.38
7 C 3.67 -1.97 2.85
8 P 0.28 -0.05 1.57
9 C 0.31 1.74 1.98
10 C -0.10 2.33 3.17
11 C 0.00 3.70 3.34
12 C 0.52 4.50 2.33
13 C 0.91 3.93 1.13
14 C 0.80 2.56 0.96
15 C -0.36 -0.92 3.07
16 C 0.17 -0.72 4.32
17 C -0.18 -1.57 5.38
18 C -1.00 -2.64 5.16
19 C -1.54 -2.89 3.88
20 C -2.35 -4.02 3.61
21 C -2.84 -4.23 2.36
22 C -2.59 -3.30 1.32
23 C -1.82 -2.19 1.53
24 C -1.25 -2.00 2.83
25 H 5.61 -1.17 3.33
26 H 5.04 1.11 2.55
27 H 2.82 1.60 1.68
28 H 1.67 -2.49 2.33
29 H 3.92 -2.98 3.17
30 H -0.51 1.72 3.97
31 H -0.34 4.16 4.27
32 H 0.59 5.57 2.47
33 H 1.29 4.54 0.32
34 H 1.10 2.10 0.02
35 H 0.89 0.07 4.49
36 H 0.24 -1.40 6.37
37 H -1.24 -3.33 5.97
38 H -2.58 -4.71 4.42
39 H -3.44 -5.11 2.15
40 H -3.04 -3.49 0.35
41 S -1.59 -1.97 -1.49
42 C -0.39 -3.20 -1.08
43 S 0.95 -2.86 -0.09
44 C -0.56 -4.45 -1.66
45 C -1.68 -4.78 -2.47
46 N -2.58 -5.09 -3.12
47 C 0.39 -5.49 -1.46
48 N 1.13 -6.37 -1.32
49 F -0.70 3.28 -6.68
50 C -0.18 2.57 -5.68
51 C 1.07 2.00 -5.80
52 F 1.77 2.19 -6.93
53 C 1.59 1.26 -4.76
54 F 2.82 0.78 -4.93
55 C 0.90 1.06 -3.57
56 P 1.44 -0.14 -2.23
57 C 3.11 0.57 -1.88
58 C 3.39 1.92 -2.11
59 C 4.63 2.45 -1.78
60 C 5.62 1.64 -1.23
61 C 5.34 0.31 -0.97
62 C 4.08 -0.22 -1.26
63 C 1.75 -1.54 -3.42
64 C 2.96 -2.20 -3.61
65 C 3.05 -3.28 -4.48
66 C 1.93 -3.71 -5.18
67 C 0.72 -3.05 -5.01
68 C 0.64 -1.98 -4.14
69 C -0.35 1.66 -3.46
70 Br -1.45 1.54 -1.89
71 C -0.89 2.40 -4.51
72 F -2.09 2.96 -4.41
73 H 2.64 2.56 -2.55
74 H 4.83 3.50 -1.95
75 H 6.59 2.05 -0.99
76 H 6.09 -0.33 -0.52
77 H 3.85 -1.24 -0.97
78 H 3.86 -1.87 -3.11
79 H 4.00 -3.78 -4.62
80 H 2.00 -4.54 -5.87
81 H -0.16 -3.38 -5.54
82 H -0.31 -1.47 -4.00
83 C -3.37 5.41 1.72
84 N -3.26 3.97 1.82
85 C -3.80 3.32 2.87
86 C -3.69 1.98 3.02
87 C -3.01 1.29 1.97
88 O -2.84 0.01 2.02
89 N -2.47 1.91 0.94
90 C -2.59 3.27 0.78
91 O -2.14 3.90 -0.15
92 H -4.42 5.71 1.59
93 H -2.80 5.72 0.85
94 H -2.97 5.89 2.61
95 H -4.30 3.94 3.60
96 H -4.12 1.44 3.84
97 F -5.66 0.40 -2.29
98 C -5.97 -0.52 -1.38
99 F -7.26 -0.36 -1.05
100 F -5.81 -1.73 -1.91
101 S -4.89 -0.30 0.11
102 O -5.05 -1.48 0.89
103 O -5.33 0.95 0.65
104 O -3.57 -0.23 -0.60

Its charge is -1. The value obtained for the orbital gap is 6.0 eV.

---

Entry from the OMol25 dataset: C5H7NO2S in the gas phase (ωB97M-V with the def2-TZVPD basis set).

Positions of all 16 atoms, in Å:
1 C -0.75 -1.40 0.62
2 C 0.24 -2.00 -0.21
3 C -0.43 -0.15 1.15
4 C 1.12 -1.19 -0.84
5 C 0.75 0.53 0.75
6 N 1.21 0.18 -0.55
7 O -1.80 2.16 -0.85
8 O 0.40 1.08 -1.69
9 S -0.20 2.40 -1.18
10 H -1.80 -1.86 0.88
11 H 0.15 -3.05 -0.41
12 H -1.26 0.32 1.65
13 H 1.96 -1.42 -1.52
14 H 0.80 1.64 0.73
15 H 1.68 0.33 1.45
16 H -2.07 2.44 0.02

The value obtained for the orbital gap (alpha / beta) is 6.2 / 6.4 eV. As for the spin multiplicity: 3.

---

Entry from the OMol25 dataset: 2 unconnected molecules or ions with the total composition C4H11N3O2 (ωB97M-V with the def2-TZVPD basis set).

Positions of all 20 atoms, in Å:
1 C 0.75 -2.94 -1.25
2 C -0.12 -1.85 -1.86
3 O 0.03 -0.78 -2.34
4 O -1.35 -2.56 -1.96
5 H 0.82 -2.76 -0.17
6 H 1.78 -2.86 -1.49
7 H 0.33 -3.89 -1.55
8 C 0.60 0.81 2.50
9 C -0.03 1.78 0.46
10 N 0.40 0.77 1.09
11 N -0.92 2.65 1.08
12 N 0.01 1.99 -0.96
13 H -2.09 -1.93 -1.94
14 H -0.33 1.02 3.04
15 H 1.24 1.64 2.80
16 H -1.71 2.21 1.52
17 H -0.96 3.62 0.83
18 H -0.56 1.26 -1.38
19 H 0.94 1.84 -1.33
20 H 1.16 -0.03 2.92

The value obtained for the orbital gap is 9.6 eV.

---

Entry from the OMol25 dataset: a molecular structure, C4H6O2Sm (ωB97M-V with the def2-TZVPD basis set).

Positions of all 13 atoms, in Å:
1 O 1.10 -2.50 1.40
2 C 1.22 -1.13 1.25
3 C 0.22 -0.34 0.82
4 C 0.31 1.15 0.94
5 C 0.04 2.01 -0.30
6 O -0.94 1.48 -1.15
7 Sm -1.05 -0.54 -1.27
8 H 0.83 -2.71 2.30
9 H 2.21 -0.74 1.52
10 H 1.29 1.46 1.36
11 H -0.64 1.20 1.60
12 H 1.00 2.15 -0.84
13 H -0.27 3.02 0.04

The value obtained for the orbital gap (alpha / beta) is 5.9 / 6.5 eV. As for the spin multiplicity: 7.

---

Entry from the OMol25 dataset: a gas-phase ion, C5H11N2 (charge +1) (ωB97M-V with the def2-TZVPD basis set).

Positions of all 18 atoms, in Å:
1 C 0.87 0.13 1.30
2 C -0.50 1.97 1.83
3 C 0.07 -0.19 -0.11
4 C 0.04 -1.73 -0.26
5 C 0.82 0.49 -1.32
6 N 0.38 1.07 1.92
7 N -1.30 0.29 -0.27
8 H 1.86 -0.30 1.63
9 H -1.41 1.82 2.50
10 H -0.17 2.94 1.58
11 H -0.30 -2.20 0.77
12 H 0.93 -2.17 -0.59
13 H -0.69 -1.98 -1.14
14 H 1.95 0.35 -1.28
15 H 0.60 1.54 -1.28
16 H 0.45 0.15 -2.27
17 H -1.99 0.19 0.48
18 H -1.51 1.19 -0.70

Its charge is +1. The value obtained for the orbital gap is 9.2 eV.

---

Here are the calculated ΔE to the lowest compared entry with this formula, charge and spin numbers, same order: 16.8, 3.6, 3.0, 48.8, 51.2, 44.9, 2.8, 66.9 (kcal/mol).